Entry 1:
ORCA calculation (ωB97M-V with the def2-TZVPD basis set) on C2H16N4O6Zn as an isolated structure in a non-equilibrium geometry.

Properties
Energy relative to the best compared isomer or geometry (same formula, charge and spin) (kJ/mol): 0.00
Orbital gap (eV): 10.813
Net charge: +2
DFT total energy (eV): -68987.1471

Geometry as XYZ:
```
29
Properties=species:S:1:pos:R:3:forces:R:3:lowdin_charge:R:1
Zn 0.01080 0.44401 -0.16668 0.5974 -0.4090 -0.0097 0.658
O 0.88280 1.85991 -1.36185 0.2680 0.4852 -0.6139 -0.002
H 1.72878 2.31685 -1.26849 -0.0174 -0.2010 0.1757 0.106
H 0.48458 2.22522 -2.16398 -0.0872 -0.1593 0.0950 0.108
O -0.88629 -0.91688 1.21653 -0.6230 -0.3559 0.5245 -0.022
H -0.73132 -1.82296 1.51675 0.2735 0.1428 -0.0171 0.102
H -1.55023 -0.56109 1.82645 0.0993 0.0057 -0.0791 0.105
O -1.25173 1.94882 0.48642 -0.6633 0.3825 0.6347 -0.006
H -1.32226 2.46412 1.30304 0.2523 -0.0280 -0.0913 0.114
H -2.12814 2.00061 0.07853 0.1641 -0.0701 -0.1244 0.100
O 1.07900 -1.25768 -0.99933 -0.2167 -0.6275 -0.2097 -0.017
H 1.97048 -1.61180 -0.88043 0.0079 0.2936 0.0638 0.096
H 0.60158 -1.94202 -1.48838 0.0761 0.1692 -0.1250 0.091
C -2.41049 -0.65353 -1.77318 -2.2834 0.6569 -0.3249 -0.562
O -1.48567 0.12844 -1.45448 0.1844 -0.5394 -0.3058 -0.039
N -3.24842 -0.31177 -2.78994 1.5271 0.0080 0.7531 0.203
N -2.83030 -1.73387 -1.07565 1.0638 0.5277 -0.2407 0.204
H -4.06636 -0.85461 -2.98486 -0.1901 0.1664 -0.3588 0.123
H -3.01109 0.53997 -3.26929 -0.3754 -0.1217 -0.3234 0.129
H -3.54008 -2.29888 -1.50231 -0.0137 -0.4346 0.3096 0.127
H -2.26104 -2.05866 -0.31684 -0.1836 -0.2290 0.0144 0.093
C 2.61153 0.33736 1.76997 0.0346 -0.1233 1.0926 -0.576
O 1.62255 0.50113 1.02760 0.3555 0.4449 0.1947 -0.033
N 3.04995 -0.89325 2.13145 -0.1752 0.4488 -0.5067 0.196
N 3.27737 1.35008 2.36195 -0.3850 -0.0373 -0.7178 0.207
H 3.96906 -0.98019 2.52438 -0.0373 -0.3771 0.1930 0.124
H 2.44724 -1.68614 2.01881 0.1952 -0.1291 -0.0834 0.116
H 3.93213 1.16272 3.09759 0.1154 0.1254 0.0798 0.125
H 3.05558 2.30408 2.13620 0.0366 -0.0149 0.0008 0.128
```
Forces are in eV/Å.


Entry 2:
ORCA calculation (ωB97M-V with the def2-TZVPD basis set) on a 5-piece molecular cluster, C2H16NO5 overall in a non-equilibrium geometry.

Properties
Expectation value of S²: 0.7541
Energy relative to the best compared isomer or geometry (same formula, charge and spin) (kJ/mol): 0.00
Orbital gap (spin up / spin down) (eV): 11.682 / 4.699
Multiplicity: 2
Net charge: +2
DFT total energy (eV): -14041.7681

Geometry as XYZ:
```
24
Properties=species:S:1:pos:R:3:forces:R:3:lowdin_charge:R:1
C 0.80569 0.94100 0.81521 -0.6624 0.1685 0.9664 -0.089
O 1.05547 -0.29972 1.40334 0.6893 1.1619 0.1001 0.188
C -0.60134 0.81213 0.19707 -0.0342 -1.1602 -0.8168 -0.055
N -0.69932 -0.33210 -0.75226 -0.3127 -0.2347 -0.2303 0.184
H 1.60799 1.18420 0.09494 -0.0596 -0.4400 -0.5760 0.188
H 0.81291 1.74061 1.55909 0.0792 -0.0573 0.0679 0.160
H 1.23569 -0.17274 2.43141 -0.3186 0.0808 0.8483 0.123
H -1.31683 0.49732 0.95233 0.0468 0.7627 0.4562 0.153
H -0.88032 1.72697 -0.31629 0.0629 0.1837 0.1224 0.158
H -0.43272 -1.25263 -0.32624 0.3485 -0.0650 -0.1108 0.116
H -0.19443 -0.22151 -1.63810 0.0405 0.3029 0.0121 0.143
H -1.68786 -0.44320 -1.01406 0.0835 0.0152 -0.4890 0.151
H 1.55414 1.15819 -3.15029 -0.4548 -0.3148 -0.1441 0.076
H 1.56499 2.39389 -2.38250 -0.5020 0.2643 0.1657 0.071
O 0.99329 1.61919 -2.50579 0.9484 -0.0732 0.1311 -0.043
H 1.11915 -3.12236 -0.09473 -0.0190 -0.1301 0.1411 0.097
H 0.77460 -2.18891 1.10990 0.2413 -0.8657 -0.2246 0.030
O 0.39562 -2.69379 0.38172 -0.3582 0.4832 -0.1395 -0.019
H 0.69464 0.78364 4.43712 0.1354 0.0110 -0.0108 0.121
H 0.43244 -0.74947 4.34180 0.1033 0.0283 0.0990 0.119
O 0.82766 0.00413 3.88010 0.0259 -0.2016 -0.5358 0.041
H -2.63067 0.32253 -3.19923 -0.2426 0.1858 -0.4015 0.055
H -3.11003 -1.12115 -3.03777 -0.0767 -0.0458 -0.3196 0.067
O -2.32078 -0.58621 -3.18677 0.2357 -0.0600 0.8886 -0.035
```
Forces are in eV/Å.


Entry 3:
ORCA calculation (ωB97M-V with the def2-TZVPD basis set) on C2H16O8Y as an isolated structure in a non-equilibrium geometry.

Properties
Energy relative to the best compared isomer or geometry (same formula, charge and spin) (kJ/mol): 0.00
Orbital gap (eV): 6.152
Net charge: +1
DFT total energy (eV): -19753.8877

Geometry as XYZ:
```
27
Properties=species:S:1:pos:R:3:forces:R:3:lowdin_charge:R:1
Y 9.41700 -9.94000 -12.71200 -3.4252 1.8963 -0.3296 1.452
O 7.29300 -9.88500 -12.82600 1.0845 -3.0238 0.8295 -0.378
C 6.72600 -8.67200 -12.94600 0.2297 0.8283 -0.6479 -0.362
C 7.50800 -7.94900 -14.04300 -1.5496 -0.3175 -1.8949 -0.363
O 8.82000 -8.34600 -14.06600 2.0337 -0.3991 1.6453 -0.356
H 7.07800 -8.02500 -12.17500 -0.5525 0.5507 2.0114 0.070
H 5.61700 -8.77700 -12.95100 0.5900 0.7680 -0.4205 0.130
H 7.14500 -8.17700 -15.01800 -0.9172 -0.3052 -1.1033 0.093
H 7.36300 -6.89200 -13.95200 0.1716 1.0344 0.3070 0.098
O 11.19500 -10.65300 -11.25800 0.3189 -1.2271 0.7143 -0.085
H 12.13100 -10.62800 -11.46700 0.3064 0.1398 -0.0316 0.084
H 11.09400 -11.42900 -10.66800 0.0245 0.7445 -0.2457 0.097
O 9.00700 -11.97900 -13.89300 0.3293 -1.1837 0.4465 -0.065
H 9.60800 -12.71500 -13.70500 0.2796 0.1402 -0.4303 0.082
H 8.16000 -12.41600 -13.73800 -0.6465 0.6133 -0.1676 0.094
O 10.97400 -8.05100 -12.55700 0.6374 0.0795 0.6729 -0.076
H 10.63600 -7.18400 -12.74700 -1.0597 0.5677 -0.6316 0.077
H 11.90500 -7.86300 -12.45900 0.6573 -0.3382 0.2128 0.082
O 8.88900 -8.85000 -10.55000 0.4706 0.7973 -0.9708 -0.061
H 8.88000 -9.32700 -9.72800 0.1626 0.0124 0.6221 0.065
H 9.42400 -8.03900 -10.47400 -0.3662 -0.4872 0.4188 0.089
O 8.55500 -11.52800 -10.93500 0.5159 -1.3199 0.5350 -0.093
H 8.90300 -12.44500 -10.98000 -0.6470 0.6771 0.2890 0.087
H 7.79800 -11.54800 -10.31700 0.2597 0.0680 -0.7092 0.110
O 11.17600 -10.25700 -14.10000 2.0683 -0.1661 -2.4532 -0.107
H 11.90300 -10.87200 -14.29300 -0.3136 -0.1355 0.4235 0.105
H 11.20700 -9.72800 -14.93600 -0.6627 -0.0141 0.9082 0.130
```
Forces are in eV/Å.


Entry 4:
ORCA calculation (ωB97M-V with the def2-TZVPD basis set) on C2H17CdO8 as an isolated structure in a non-equilibrium geometry.

Properties
Energy relative to the best compared isomer or geometry (same formula, charge and spin) (kJ/mol): 0.00
Orbital gap (eV): 6.254
Net charge: -1
DFT total energy (eV): -23294.1461

Geometry as XYZ:
```
28
Properties=species:S:1:pos:R:3:forces:R:3:lowdin_charge:R:1
Cd -9.20817 -15.21789 -3.59317 1.2212 -1.0610 -1.7329 1.315
C -9.24256 -17.76083 -6.67275 0.0205 -0.1228 -0.7240 -0.132
C -10.41403 -16.85638 -6.28496 -0.1740 -0.8347 0.0187 -0.569
O -10.00657 -15.79827 -5.57800 -0.2373 1.5289 0.6786 -0.408
H -8.78070 -18.22417 -5.80232 -0.0199 0.0500 0.0789 0.052
H -8.48922 -17.14576 -7.17951 -0.0122 -0.0005 0.1877 0.061
H -9.54492 -18.52702 -7.40606 -0.0333 -0.0780 0.2393 0.049
H -11.15297 -17.48485 -5.71499 0.0177 -0.0739 -0.2693 0.077
H -10.93656 -16.55481 -7.22670 -0.0047 -0.1014 0.0673 0.078
O -7.54676 -13.95336 -4.08690 -0.3134 0.8374 -0.2430 -0.487
H -7.15155 -14.15883 -4.93914 0.1755 -0.4070 0.2418 -0.063
O -8.01627 -16.90565 -3.07478 0.3677 -0.3442 0.7245 -0.530
H -7.50004 -17.67775 -2.84656 -0.2210 -0.0671 -0.1408 -0.096
O -8.75115 -12.00891 -5.62030 -0.0357 -0.2976 -0.2553 -0.139
H -9.29193 -12.30521 -6.35911 -0.0366 0.0014 0.0297 0.011
H -8.43246 -12.86768 -5.21265 0.1430 0.5931 0.4893 -0.032
O -10.50696 -13.32483 -3.72291 -0.8632 0.5566 0.4174 -0.116
H -11.42699 -13.28808 -3.99655 0.0563 -0.0440 -0.1823 0.051
H -10.26715 -12.43704 -3.43909 0.2862 0.0013 -0.2831 0.055
O -11.16337 -16.12552 -2.74762 -0.8009 -0.2705 0.3771 -0.102
H -11.55360 -16.08227 -1.86990 0.0166 0.0078 -0.0075 0.049
H -11.89450 -16.11163 -3.37576 0.1874 -0.0543 -0.1953 0.051
O -8.95832 -14.50459 -1.38829 -0.1753 0.5946 0.8242 -0.105
H -9.25822 -14.82942 -0.53611 0.1505 -0.1257 -0.0078 0.049
H -8.23665 -13.88835 -1.21564 0.1731 -0.1634 -0.2512 0.061
O -5.63731 -15.71897 -2.28237 0.0210 0.1376 0.4492 -0.133
H -5.43081 -16.20170 -1.47750 -0.0280 -0.0662 -0.0090 -0.004
H -6.59345 -15.92850 -2.45477 0.1190 -0.1966 -0.5224 -0.043
```
Forces are in eV/Å.


Entry 5:
ORCA calculation (ωB97M-V with the def2-TZVPD basis set) on C2H17HgO7 as an isolated structure in a non-equilibrium geometry.

Properties
Energy relative to the best compared isomer or geometry (same formula, charge and spin) (kJ/mol): 22.61
Orbital gap (eV): 7.048
Net charge: +1
DFT total energy (eV): -20848.6767

Geometry as XYZ:
```
27
Properties=species:S:1:pos:R:3:forces:R:3:lowdin_charge:R:1
Hg 0.73574 -0.41334 0.61587 -2.1238 0.9311 -0.1187 1.213
C -2.51253 1.24918 -1.51712 1.9200 0.9595 -0.7213 -0.088
C -1.63893 0.01719 -1.31457 -0.0902 1.2505 2.7198 -0.446
O -1.56091 -0.18650 0.09112 1.6762 -0.5038 0.3127 -0.376
H -3.48897 1.13244 -1.11887 -0.7550 -0.2461 0.4462 0.070
H -2.55875 1.44236 -2.56392 -0.5581 0.0998 -1.1581 0.061
H -2.07077 2.20502 -1.14590 -0.2441 -0.7608 0.3318 0.073
H -0.58384 0.12675 -1.62467 -0.5874 0.1359 -1.1743 0.054
H -2.14905 -0.79876 -1.77848 -0.0158 -0.9093 -0.7378 0.092
O 0.50719 1.94361 -0.22963 2.0549 0.3742 2.0296 -0.068
H -0.04847 1.98261 -0.97536 -1.4527 0.6057 -1.1206 0.001
H 0.53719 2.76452 0.30008 -0.3835 -0.5179 -0.8745 0.098
O -0.34875 0.78151 2.51023 1.9289 -1.4863 1.7779 -0.062
H -0.94942 1.38826 2.17590 -1.9794 1.6842 -1.4032 0.010
H -0.80185 0.37269 3.25865 0.1497 -0.0862 -0.1370 0.078
O 2.24436 -0.05218 -1.28587 0.4010 1.3965 -1.0844 -0.084
H 2.25561 0.74961 -1.85782 -0.1090 0.0929 1.3007 0.092
H 2.31718 -0.66246 -2.00857 0.0761 -1.4506 -0.2137 0.048
O 0.08369 -2.23325 1.89681 -0.5278 -1.1786 0.7881 -0.093
H 0.53864 -2.73451 2.58786 -0.0069 0.1268 -0.0918 0.079
H -0.83388 -2.57957 1.88129 0.5696 0.5149 -0.2938 0.098
O 2.70767 0.02078 1.99787 0.5544 -0.3111 -0.4535 -0.077
H 3.51812 -0.26610 1.52251 -0.5570 0.5475 0.6283 0.084
H 2.91908 0.78937 2.55886 -0.0871 -0.4181 -0.4250 0.088
O 0.24014 -2.13814 -1.02108 1.0365 -1.3412 0.2423 -0.090
H 0.87527 -2.87828 -1.00671 -0.4193 0.1782 0.1448 0.086
H 0.06625 -2.02282 -1.94848 -0.4701 0.3122 -0.7146 0.056
```
Forces are in eV/Å.


Entry 6:
ORCA calculation (ωB97M-V with the def2-TZVPD basis set) on C2H18O7 as an isolated structure in a non-equilibrium geometry.

Properties
Energy relative to the best compared isomer or geometry (same formula, charge and spin) (kJ/mol): 1629.13
Orbital gap (eV): 8.112
DFT total energy (eV): -16682.1649

Geometry as XYZ:
```
27
Properties=species:S:1:pos:R:3:forces:R:3:lowdin_charge:R:1
C 1.05210 1.55450 2.71373 -1.0461 2.3050 1.4252 -0.207
O 1.38595 1.06010 1.49779 5.8242 9.6980 -3.6658 -0.134
H 1.09819 2.64259 2.75893 1.0354 0.1898 -0.1381 0.096
H -0.02116 1.53650 2.90315 -0.5149 -0.8579 0.0874 0.075
H 1.54935 1.13594 3.58874 0.4609 -0.1139 -0.0261 0.093
H 1.21712 0.11998 1.59402 4.9773 4.8681 -2.1113 -0.298
C -0.37877 -1.02793 -3.09644 1.6490 0.5967 -1.2529 -0.174
O -1.28889 -1.47605 -2.17280 -0.7837 -2.2790 -0.4659 -0.097
H -0.17797 0.03754 -2.98444 -0.1905 -0.0190 -0.3249 0.082
H 0.60918 -1.47796 -2.99889 0.3469 -0.3938 0.2423 0.078
H -0.60118 -1.22826 -4.14454 -0.8424 -0.0495 0.1814 0.094
H -1.10949 -1.00395 -1.35638 -1.7657 0.3218 -0.8652 0.043
O 0.51434 -1.69485 -0.63263 6.8886 -15.1776 1.0283 0.181
H 0.80297 -1.79494 0.27451 0.3087 -0.3010 -0.7479 0.111
H 0.10114 -2.53132 -0.84668 -0.3351 -0.6385 -0.8415 0.154
O 0.61884 -0.51953 2.00959 -8.3006 -15.6041 6.0186 0.146
H -0.08333 -0.71343 2.63056 -0.6746 0.2739 0.5255 0.174
H 0.78037 -1.35054 1.56285 -0.1120 -0.9227 1.1497 0.115
O -1.13412 1.52256 0.94869 -1.3353 1.4133 2.3022 -0.054
H -1.32761 1.00608 0.16636 -1.7639 1.6385 1.4511 -0.010
H -0.43439 2.11657 0.67710 0.0813 0.1019 -0.0065 0.061
O -0.16301 0.01802 -0.39197 6.4940 2.6565 7.4504 0.004
H 0.17342 -0.78172 -0.79626 -0.8114 3.4570 -2.4514 -0.265
H 0.33959 0.10736 0.41774 -0.4817 1.3402 -0.4669 0.072
O -1.54768 0.80038 -1.42924 -8.2964 4.7372 -6.7354 -0.069
H -1.11742 1.33008 -2.10044 -0.5500 0.4579 -0.1119 0.058
H -0.85761 0.61220 -0.79314 -0.2619 2.3012 -1.6507 -0.328
```
Forces are in eV/Å.


Entry 7:
ORCA calculation (ωB97M-V with the def2-TZVPD basis set) on a 9-piece molecular cluster, C2H22O10 overall in a non-equilibrium geometry.

Properties
Structure (SMILES): OCCO.O.O.O.O.O.O.O.O
Energy relative to the best compared isomer or geometry (same formula, charge and spin) (kJ/mol): 112.40
Orbital gap (eV): 9.711
DFT total energy (eV): -22905.2326

Geometry as XYZ:
```
34
Properties=species:S:1:pos:R:3:forces:R:3:lowdin_charge:R:1
O 2.26887 -0.95336 -1.23153 1.5685 -1.8850 -1.5227 -0.036
C 1.51031 -0.65970 -2.37161 1.1760 0.9177 0.0678 -0.228
C 1.41477 0.85290 -2.41876 -1.4312 -1.1501 1.4778 -0.250
O 0.32202 1.27168 -3.14262 -1.2531 0.7393 -2.1512 -0.053
H 1.80368 -0.54799 -0.55370 -1.3580 1.2145 2.4102 0.004
H 2.09037 -0.99032 -3.20631 0.2165 -0.5763 -0.7243 0.116
H 0.54537 -1.14354 -2.37618 -0.4823 -0.0962 0.0227 0.104
H 2.32576 1.31768 -2.64600 1.3912 0.6284 -0.7545 0.121
H 1.13537 1.18036 -1.43985 0.2708 0.1764 0.9320 0.100
H 0.49257 1.15243 -4.08332 -0.0751 0.1447 -0.0470 0.108
O -2.15683 -2.01846 1.13130 -0.6515 0.3019 1.0991 -0.023
H -1.90408 -2.63160 0.46506 0.4521 -0.8139 -0.9278 0.024
H -2.80396 -2.52345 1.65053 0.1499 0.3758 -0.1416 0.066
O -1.87024 1.80118 2.48379 -1.9057 -0.0167 0.1019 -0.045
H -1.42669 2.63806 2.45725 0.7522 0.2953 -0.1288 0.023
H -1.24478 1.09634 2.52444 1.0259 -0.3633 0.1264 -0.034
O -0.23711 -0.87737 3.44658 0.5546 -0.0670 -0.2208 -0.048
H -1.10241 -1.25241 3.29248 -0.5029 0.0231 0.0130 0.024
H 0.30827 -1.41898 2.84902 -0.3013 0.0814 0.4596 -0.011
O -1.81404 0.01674 -1.77961 -1.5235 0.3560 1.7929 0.020
H -1.65415 -0.89277 -1.89245 -0.0645 -2.0248 -0.0989 0.034
H -1.43602 0.36907 -2.54586 1.2632 1.5301 -1.9511 0.012
O -0.91917 2.79295 -0.34912 -0.2886 0.9325 -1.0731 -0.042
H -1.36158 2.75717 -1.21940 0.3640 -0.0655 0.7416 0.049
H -0.81059 1.89151 -0.06888 -0.1420 -0.4259 0.3467 -0.036
O -0.18796 0.09425 0.28836 1.2578 -0.2235 0.6673 -0.080
H -0.85979 0.04701 -0.39652 -0.6302 -0.2335 -0.4011 0.000
H -0.09826 -0.75126 0.74988 -0.5020 0.0465 -0.1646 0.019
O 1.11363 -2.22518 1.43075 0.4942 0.7521 0.2816 -0.031
H 1.57216 -3.00089 1.13361 0.0735 -0.9024 -0.3835 0.068
H 1.86478 -1.64259 1.62615 -0.1588 0.1154 -0.0743 0.083
O 1.08598 1.77402 2.01164 0.7328 0.4724 0.5025 -0.064
H 0.66182 1.18309 1.37685 -0.0255 -0.2260 0.2589 -0.035
H 1.37193 1.29344 2.80403 -0.4467 -0.0332 -0.5366 0.040
```
Forces are in eV/Å.